DFT (ωB97M-V/def2-TZVPD) results for C7H6O in the gas phase at a distorted geometry.

Last columns: bonded neighbours and bond lengths (Å).
CARTESIAN COORDINATES (ANGSTROEM)
1 C 2.3793 1.7106 0.6361  C2 1.238, H9 1.212
2 C 1.6276 0.7920 0.2832  C1 1.238, C3 1.461
3 C 0.4225 0.1283 -0.2087  C2 1.461, C4 1.359, C7 1.405
4 C -0.0831 0.0661 -1.4688  C3 1.359, C5 1.440, H10 1.080
5 C -1.3085 -0.6796 -1.3428  C4 1.440, C6 1.264, H11 1.213
6 C -1.5271 -0.9341 -0.1243  C5 1.264, C7 1.492, H12 1.281
7 C -0.4995 -0.3078 0.7570  C3 1.405, C6 1.492, O8 1.534, H13 1.067
8 O 0.2905 -0.8313 1.9629  C7 1.534, H14 0.985
9 H 3.1940 2.2189 1.3764  C1 1.212
10 H 0.3938 0.2575 -2.4193  C4 1.080
11 H -2.0613 -0.4087 -2.2547  C5 1.213
12 H -2.7488 -1.1713 0.1778  C6 1.281
13 H -1.0786 0.5241 1.0910  C7 1.067
14 H 0.9993 -1.3646 1.5342  O8 0.985

Calculated values
orbital gap	8.678	eV
net charge	0
relative energy (zero: lowest compared OMol25 entry of this formula, charge and spin)	4.545	eV
HOMO level	-0.322	Ha
SMILES string	C#CC1=CC=C[C@H]1O